# 1
The following is a quantum chemistry calculation of a structure of composition C34H55AsF6O3PdSbSe at a distorted geometry, from the OMol25 dataset.

Geometry (Å):
Pd (0.145, 0.048, -0.314)
C (3.222, -4.179, 5.647)
C (1.967, -3.301, 5.780)
C (2.072, -2.434, 7.047)
C (0.744, -4.211, 5.922)
C (1.862, -2.388, 4.572)
C (0.790, -2.454, 3.669)
C (0.704, -1.550, 2.652)
Se (-0.872, -1.560, 1.530)
C (-1.755, -0.181, 2.537)
C (-2.391, -0.531, 3.716)
C (-2.925, 0.455, 4.525)
C (-2.712, 1.777, 4.122)
C (-2.057, 2.168, 2.966)
C (-1.646, 1.145, 2.053)
O (-1.252, 1.393, 0.842)
C (-1.833, 3.675, 2.748)
C (-0.896, 4.028, 1.587)
C (-3.190, 4.351, 2.497)
C (-1.196, 4.265, 4.018)
C (-3.680, 0.162, 5.818)
C (-2.946, 0.805, 7.006)
C (-3.799, -1.339, 6.085)
C (-5.099, 0.744, 5.720)
C (1.659, -0.474, 2.467)
O (1.401, 0.441, 1.654)
C (2.838, -0.496, 3.329)
C (2.863, -1.433, 4.337)
C (4.042, 0.444, 3.218)
C (3.965, 1.514, 2.127)
C (5.280, -0.421, 2.925)
C (4.227, 1.169, 4.563)
H (3.299, -4.847, 6.506)
H (3.171, -4.785, 4.741)
H (4.129, -3.575, 5.604)
H (2.129, -3.076, 7.927)
H (2.959, -1.801, 7.031)
H (1.197, -1.789, 7.142)
H (0.843, -4.809, 6.828)
H (-0.175, -3.627, 6.001)
H (0.655, -4.897, 5.077)
H (0.011, -3.197, 3.767)
H (-2.444, -1.579, 3.987)
H (-3.075, 2.561, 4.776)
H (-1.356, 3.810, 0.627)
H (-0.670, 5.097, 1.625)
H (0.040, 3.472, 1.651)
H (-3.666, 3.925, 1.611)
H (-3.867, 4.217, 3.342)
H (-3.053, 5.423, 2.335)
H (-0.251, 3.762, 4.233)
H (-0.994, 5.328, 3.871)
H (-1.839, 4.171, 4.894)
H (-1.925, 0.422, 7.070)
H (-2.896, 1.889, 6.908)
H (-3.462, 0.574, 7.942)
H (-2.814, -1.800, 6.194)
H (-4.350, -1.502, 7.012)
H (-4.336, -1.842, 5.278)
H (-5.080, 1.826, 5.581)
H (-5.632, 0.305, 4.874)
H (-5.659, 0.530, 6.634)
H (3.716, -1.428, 5.003)
H (3.837, 1.069, 1.148)
H (3.148, 2.211, 2.299)
H (4.902, 2.073, 2.117)
H (5.174, -0.916, 1.957)
H (6.170, 0.209, 2.885)
H (5.436, -1.186, 3.688)
H (3.328, 1.734, 4.817)
H (4.442, 0.478, 5.380)
H (5.059, 1.870, 4.486)
C (-1.322, 1.444, -4.108)
Sb (-1.129, 1.783, -1.994)
C (-3.125, 2.467, -1.590)
C (-0.058, 3.638, -2.197)
H (-1.907, 2.261, -4.530)
H (-1.819, 0.494, -4.294)
H (-0.327, 1.424, -4.544)
H (-3.319, 3.361, -2.181)
H (-3.238, 2.678, -0.529)
H (-3.815, 1.675, -1.876)
H (-0.659, 4.311, -2.806)
H (0.882, 3.414, -2.699)
H (0.151, 4.084, -1.227)
F (2.205, -1.041, -0.836)
As (2.769, 0.182, -2.021)
F (2.061, 1.441, -0.979)
F (1.234, 0.104, -2.851)
F (3.265, 1.414, -3.124)
F (3.324, -1.104, -3.024)
F (4.297, 0.251, -1.233)
C (-3.213, -2.141, -1.545)
O (-2.213, -1.123, -1.627)
C (-0.914, -1.559, -1.583)
C (-0.391, -2.464, -2.639)
H (-4.145, -1.647, -1.278)
H (-2.950, -2.868, -0.773)
H (-3.328, -2.652, -2.504)
H (-0.941, -3.413, -2.665)
H (0.659, -2.685, -2.453)
H (-0.464, -1.999, -3.630)

**E**: -194797.952 eV
**Spin multiplicity**: 6
**Maximum force**: 0.0294 Eh/bohr

Results of the Mulliken charge analysis, in e, for atoms 1 through 99: number 1, Pd, carries 2.38; number 2, C, carries -1.68; number 3, C, carries 2.04; number 4, C, carries -1.52; number 5, C, carries -1.93; number 6, C, carries -0.06; number 7, C, carries -0.04; number 8, C, carries -0.70; number 9, Se, carries -0.14; number 10, C, carries 0.31; number 11, C, carries -0.38; number 12, C, carries -0.27; number 13, C, carries -0.77; number 14, C, carries -0.68; number 15, C, carries 0.41; number 16, O, carries -0.38; number 17, C, carries 2.35; number 18, C, carries -1.51; number 19, C, carries -1.70; number 20, C, carries -1.81; number 21, C, carries 2.09; number 22, C, carries -1.55; number 23, C, carries -2.02; number 24, C, carries -1.66; number 25, C, carries 1.06; number 26, O, carries -0.40; number 27, C, carries -0.49; number 28, C, carries -1.04; number 29, C, carries 2.17; number 30, C, carries -1.94; number 31, C, carries -1.66; number 32, C, carries -1.72; number 33, H, carries 0.48; number 34, H, carries 0.36; number 35, H, carries 0.31; number 36, H, carries 0.47; number 37, H, carries 0.32; number 38, H, carries 0.30; number 39, H, carries 0.46; number 40, H, carries 0.25; number 41, H, carries 0.37; number 42, H, carries 0.66; number 43, H, carries 0.46; number 44, H, carries 0.32; number 45, H, carries -0.02; number 46, H, carries 0.49; number 47, H, carries 0.17; number 48, H, carries 0.18; number 49, H, carries 0.31; number 50, H, carries 0.50; number 51, H, carries 0.35; number 52, H, carries 0.50; number 53, H, carries 0.35; number 54, H, carries 0.24; number 55, H, carries 0.31; number 56, H, carries 0.48; number 57, H, carries 0.24; number 58, H, carries 0.46; number 59, H, carries 0.37; number 60, H, carries 0.30; number 61, H, carries 0.34; number 62, H, carries 0.47; number 63, H, carries 0.37; number 64, H, carries 0.31; number 65, H, carries 0.27; number 66, H, carries 0.56; number 67, H, carries 0.35; number 68, H, carries 0.49; number 69, H, carries 0.29; number 70, H, carries 0.33; number 71, H, carries 0.34; number 72, H, carries 0.48; number 73, C, carries -1.29; number 74, Sb, carries 0.86; number 75, C, carries -0.95; number 76, C, carries -1.28; number 77, H, carries 0.46; number 78, H, carries 0.33; number 79, H, carries 0.36; number 80, H, carries 0.43; number 81, H, carries -0.03; number 82, H, carries 0.39; number 83, H, carries 0.49; number 84, H, carries 0.37; number 85, H, carries 0.32; number 86, F, carries -0.62; number 87, As, carries 2.17; number 88, F, carries -0.43; number 89, F, carries -0.45; number 90, F, carries -0.52; number 91, F, carries -0.51; number 92, F, carries -0.50; number 93, C, carries -0.97; number 94, O, carries -0.16; number 95, C, carries -0.27; number 96, C, carries -1.43; number 97, H, carries 0.28; number 98, H, carries 0.32; number 99, H, carries 0.33


# 2
The following is a quantum chemistry calculation of a structure of composition C34H55Br16F10N2O4 at a distorted geometry, from the OMol25 dataset.

Geometry (Å):
C (-1.830, -2.343, -6.469)
C (-2.237, -2.126, -5.004)
C (-2.440, -0.647, -4.702)
O (-1.945, -0.263, -3.395)
C (-2.482, -0.879, -2.350)
C (-3.702, -1.426, -2.071)
O (-4.819, -1.516, -2.821)
N (-3.626, -1.882, -0.765)
C (-4.742, -2.477, -0.030)
O (-5.015, -1.751, 1.148)
C (-5.708, -0.573, 0.945)
C (-6.650, -0.207, 2.058)
O (-5.536, 0.097, -0.030)
C (-2.415, -1.644, -0.249)
C (-1.937, -1.993, 1.110)
C (-1.481, -0.785, 1.947)
C (-0.983, -1.273, 3.295)
F (0.061, -2.173, 3.133)
N (-1.720, -1.031, -1.217)
C (-0.340, -0.525, -1.148)
C (-0.345, 1.017, -1.098)
C (0.752, 1.644, -0.241)
F (1.764, 1.993, -1.074)
F (1.295, 0.782, 0.656)
C (0.311, 2.971, 0.452)
F (-0.376, 3.668, -0.487)
F (1.393, 3.683, 0.782)
C (-0.631, 2.837, 1.670)
F (-1.842, 2.406, 1.256)
F (-0.161, 1.959, 2.573)
C (-0.877, 4.177, 2.434)
F (0.230, 4.625, 3.003)
F (-1.410, 5.092, 1.638)
F (-1.765, 3.907, 3.403)
H (-0.968, -1.734, -6.734)
H (-2.663, -2.093, -7.126)
H (-1.604, -3.397, -6.623)
H (-3.171, -2.675, -4.860)
H (-1.475, -2.549, -4.347)
H (-1.881, -0.039, -5.411)
H (-3.485, -0.346, -4.774)
H (-4.924, -2.431, -3.118)
H (-4.451, -3.474, 0.294)
H (-5.610, -2.566, -0.680)
H (-6.329, 0.766, 2.430)
H (-6.671, -0.952, 2.845)
H (-7.619, -0.065, 1.586)
H (-2.714, -2.509, 1.668)
H (-1.102, -2.691, 1.008)
H (-0.696, -0.248, 1.431)
H (-2.341, -0.148, 2.157)
H (-0.698, -0.446, 3.943)
H (-1.803, -1.812, 3.778)
H (0.140, -0.864, -2.060)
H (0.087, -0.997, -0.275)
H (-1.334, 1.379, -0.829)
H (-0.167, 1.355, -2.118)
Br (-0.176, -3.602, -1.685)
C (1.542, -3.930, -0.776)
C (2.430, -2.723, -0.661)
Br (3.215, -2.235, -2.371)
H (2.009, -4.720, -1.353)
H (1.277, -4.299, 0.213)
H (3.257, -2.945, 0.009)
H (1.921, -1.832, -0.309)
Br (1.921, 2.588, -3.836)
C (1.489, 2.819, -5.714)
C (0.312, 1.958, -6.088)
Br (0.819, 0.079, -6.171)
H (2.386, 2.568, -6.272)
H (1.258, 3.872, -5.855)
H (-0.062, 2.220, -7.075)
H (-0.495, 2.025, -5.365)
Br (-8.029, -0.984, -2.414)
C (-9.888, -1.444, -2.068)
C (-10.297, -1.079, -0.667)
Br (-9.568, -2.332, 0.633)
H (-9.990, -2.506, -2.265)
H (-10.470, -0.881, -2.795)
H (-11.377, -1.138, -0.556)
H (-9.956, -0.090, -0.377)
Br (2.486, -3.345, -5.850)
C (3.851, -3.107, -7.221)
C (5.073, -2.404, -6.693)
Br (4.760, -0.504, -6.429)
H (3.376, -2.564, -8.032)
H (4.108, -4.111, -7.553)
H (5.889, -2.477, -7.409)
H (5.397, -2.795, -5.735)
Br (-0.682, -1.119, 6.966)
C (1.152, -0.644, 7.420)
C (1.420, 0.829, 7.266)
Br (1.626, 1.348, 5.399)
H (1.795, -1.251, 6.791)
H (1.273, -0.941, 8.459)
H (2.363, 1.093, 7.734)
H (0.627, 1.446, 7.675)
Br (7.029, 4.522, 6.396)
C (5.324, 4.090, 5.565)
C (4.158, 4.575, 6.382)
Br (3.852, 3.456, 7.941)
H (5.312, 3.014, 5.423)
H (5.339, 4.585, 4.597)
H (3.240, 4.518, 5.800)
H (4.292, 5.587, 6.753)
Br (4.954, -5.708, -6.761)
C (5.330, -4.774, -5.099)
C (5.290, -5.688, -3.904)
Br (3.460, -6.127, -3.420)
H (4.599, -3.974, -5.020)
H (6.327, -4.355, -5.219)
H (5.710, -5.185, -3.036)
H (5.807, -6.628, -4.066)
Br (7.213, 8.905, 11.514)
C (7.305, 7.358, 10.340)
C (6.577, 7.592, 9.045)
Br (4.647, 7.490, 9.274)
H (6.902, 6.518, 10.897)
H (8.364, 7.197, 10.153)
H (6.824, 6.814, 8.325)
H (6.789, 8.566, 8.616)

**E**: -1195170.451 eV
**Total charge**: +1
**Spin multiplicity**: 1
**Maximum force**: 0.0531 Eh/bohr

Results of the Mulliken charge analysis, in e, for atoms 1 through 99: number 1, C, carries -1.33; number 2, C, carries 0.48; number 3, C, carries -0.82; number 4, O, carries -0.31; number 5, C, carries 0.65; number 6, C, carries -1.01; number 7, O, carries -0.38; number 8, N, carries 0.65; number 9, C, carries -0.91; number 10, O, carries -0.29; number 11, C, carries 0.92; number 12, C, carries -1.04; number 13, O, carries -0.50; number 14, C, carries 0.19; number 15, C, carries -1.50; number 16, C, carries 0.61; number 17, C, carries -0.53; number 18, F, carries -0.37; number 19, N, carries 1.28; number 20, C, carries -1.13; number 21, C, carries -1.41; number 22, C, carries 1.25; number 23, F, carries -0.40; number 24, F, carries -0.23; number 25, C, carries 0.27; number 26, F, carries -0.32; number 27, F, carries -0.32; number 28, C, carries 0.81; number 29, F, carries -0.31; number 30, F, carries -0.23; number 31, C, carries 0.40; number 32, F, carries -0.20; number 33, F, carries -0.24; number 34, F, carries -0.24; number 35, H, carries 0.20; number 36, H, carries 0.38; number 37, H, carries 0.38; number 38, H, carries 0.14; number 39, H, carries -0.13; number 40, H, carries 0.49; number 41, H, carries 0.32; number 42, H, carries 0.36; number 43, H, carries 0.33; number 44, H, carries 0.48; number 45, H, carries 0.34; number 46, H, carries 0.28; number 47, H, carries 0.21; number 48, H, carries 0.93; number 49, H, carries 0.21; number 50, H, carries -0.50; number 51, H, carries 0.40; number 52, H, carries 0.21; number 53, H, carries 0.38; number 54, H, carries 0.48; number 55, H, carries 0.56; number 56, H, carries 0.55; number 57, H, carries 0.18; number 58, Br, carries -0.05; number 59, C, carries -0.43; number 60, C, carries -0.12; number 61, Br, carries -0.09; number 62, H, carries 0.11; number 63, H, carries 0.44; number 64, H, carries 0.49; number 65, H, carries -0.19; number 66, Br, carries -0.06; number 67, C, carries -0.62; number 68, C, carries -0.72; number 69, Br, carries -0.03; number 70, H, carries 0.35; number 71, H, carries 0.40; number 72, H, carries 0.51; number 73, H, carries 0.28; number 74, Br, carries -0.10; number 75, C, carries -0.61; number 76, C, carries -0.58; number 77, Br, carries -0.15; number 78, H, carries 0.39; number 79, H, carries 0.35; number 80, H, carries 0.37; number 81, H, carries 0.36; number 82, Br, carries 0.01; number 83, C, carries -0.73; number 84, C, carries -0.24; number 85, Br, carries -0.15; number 86, H, carries 0.42; number 87, H, carries 0.29; number 88, H, carries 0.37; number 89, H, carries 0.25; number 90, Br, carries -0.15; number 91, C, carries -0.62; number 92, C, carries -0.50; number 93, Br, carries -0.07; number 94, H, carries 0.38; number 95, H, carries 0.39; number 96, H, carries 0.13; number 97, H, carries 0.44; number 98, Br, carries -0.17; number 99, C, carries -0.57